(1)
Here is C19H16ClN3O6Ru as an isolated structure at a distorted geometry from the OMol25 dataset. Energies are from ωB97M-V/def2-TZVPD.

Geometry as XYZ:
```
46
Properties=species:S:1:pos:R:3:forces:R:3
Ru -0.105744 -0.793904 -0.779536 -0.17 -0.20 -0.63
C 3.285779 -2.253353 -3.064461 0.03 0.06 -0.02
C 2.455397 -1.659412 -1.971123 -0.07 0.16 -0.04
O 1.288375 -1.338147 -2.220113 -0.20 -0.46 0.12
C 3.069864 -1.448831 -0.681017 -0.03 0.00 0.07
C 2.508367 -0.917541 0.430611 0.01 0.09 0.02
C 3.318573 -0.764271 1.677629 0.01 -0.01 0.00
N 1.163544 -0.500638 0.502101 0.69 0.54 0.76
N 0.781892 -0.172540 1.751023 0.26 -0.11 -0.11
C -0.507353 0.154989 1.759024 -0.47 0.15 -0.26
O -1.207433 0.110753 0.697727 -0.12 -0.28 0.17
C -1.126866 0.586465 3.027459 0.04 0.02 -0.03
C -0.358201 0.760941 4.175573 0.01 0.00 0.01
C -0.961628 1.170193 5.352485 0.00 0.00 0.01
C -2.330637 1.401621 5.388633 0.02 0.00 0.00
C -3.097788 1.223818 4.245754 0.00 0.00 -0.01
C -2.498496 0.816800 3.065146 -0.03 0.02 0.00
H 2.654025 -2.517434 -3.907310 0.00 0.01 0.00
H 3.817054 -3.132274 -2.698847 -0.01 -0.01 0.00
H 4.036067 -1.527172 -3.386000 0.01 -0.01 0.00
H 4.106445 -1.745314 -0.600098 0.00 0.00 0.01
H 4.343786 -1.073331 1.491979 0.00 0.00 0.01
H 2.887154 -1.365667 2.476761 0.01 -0.01 0.01
H 3.298341 0.269306 2.021157 0.00 0.00 -0.01
H 0.705889 0.573836 4.136737 0.00 0.00 0.00
H -0.364627 1.308141 6.244320 0.00 0.00 0.00
H -2.799892 1.719000 6.310865 0.00 0.00 0.00
H -4.164691 1.400770 4.275738 0.00 0.00 0.00
H -3.081916 0.671820 2.166478 0.00 0.00 0.00
O -0.698036 -4.597503 -0.971324 0.04 -0.09 -0.10
Cl -1.354237 -3.367189 -0.741520 0.14 0.33 -0.09
O -2.735295 -3.513901 -0.490525 -0.11 -0.04 0.11
O -0.694066 -2.634643 0.371229 0.16 -0.34 -0.15
O -1.134314 -2.444641 -1.894148 -0.45 0.08 0.18
N -2.369851 4.525692 -5.304388 0.01 0.00 0.01
C -1.977436 3.716789 -4.588202 -0.02 0.04 -0.04
C -1.486655 2.705500 -3.693707 0.02 -0.02 0.03
C -0.121309 2.614790 -3.431623 -0.02 0.00 -0.01
C 0.348978 1.631546 -2.577546 0.02 -0.04 -0.02
C -0.535641 0.751482 -1.962710 0.22 0.05 0.07
C -1.904165 0.862035 -2.209504 -0.01 0.11 -0.06
C -2.378262 1.823352 -3.086679 0.01 -0.02 0.01
H 0.560853 3.308027 -3.905485 0.00 0.00 0.00
H 1.412746 1.554492 -2.389799 0.01 0.01 0.00
H -2.611340 0.200858 -1.720990 0.01 0.00 0.00
H -3.437239 1.904697 -3.291760 0.00 0.01 0.00
```
Forces are in eV/Å.

- Energy relative to the best compared isomer or geometry (same formula, charge and spin): 35.2 kJ/mol
- Charge: 0
- Lowest unoccupied orbital energy (spin up / spin down): -0.06388 / -0.09214 hartree

Partial atomic charges computed with the Mulliken method, in multiples of e: 0.01 -1.53 0.92 -0.37 -0.69 0.60 -1.45 0.70 -0.80 0.81 -0.73 0.29 -0.25 -0.66 -0.38 -0.66 -0.44 0.36 0.42 0.35 0.34 0.43 0.32 0.34 0.44 0.39 0.38 0.40 0.42 -0.62 2.01 -0.61 -0.64 -0.71 -0.52 0.00 0.48 -0.86 -0.06 0.91 -0.22 -0.82 0.43 0.39 0.42 0.44



(2)
Here is C3H5N3 in the gas phase from the OMol25 dataset. Energies are from ωB97M-V/def2-TZVPD.

Geometry as XYZ:
```
11
Properties=species:S:1:pos:R:3:forces:R:3
N -1.863505 -0.316414 -0.078856 0.09 -0.11 -0.02
C -0.481630 -0.000345 -0.126718 0.16 0.05 0.18
C 0.041259 1.306526 -0.030820 -0.03 0.05 0.07
N 1.363546 1.303949 0.051178 -0.15 -0.10 -0.09
N 1.697928 0.011813 -0.029430 0.12 -0.05 -0.04
C 0.627474 -0.815957 -0.134428 -0.01 0.00 0.08
H -2.163400 -0.253717 0.885981 -0.23 0.03 -0.05
H -2.043399 -1.262613 -0.385766 0.00 -0.01 -0.07
H -0.523245 2.229354 -0.005522 0.15 -0.08 0.02
H 2.665948 -0.245992 0.061614 -0.10 0.02 -0.13
H 0.729983 -1.891533 -0.193667 0.01 0.19 0.04
```
Forces are in eV/Å.

- Energy relative to the best compared isomer or geometry (same formula, charge and spin): 74.7 kJ/mol
- Charge: 0
- Structure (SMILES): Nc1cn[nH]c1
- Lowest unoccupied orbital energy: 0.03651 hartree

Partial atomic charges computed with the Mulliken method, in multiples of e: -0.58 0.62 -0.44 -0.77 0.25 -0.64 0.26 0.26 0.43 0.21 0.40



(3)
Here is C24H26N4PbS2Si as an isolated structure at a distorted geometry from the OMol25 dataset. Energies are from ωB97M-V/def2-TZVPD.

Geometry as XYZ:
```
58
Properties=species:S:1:pos:R:3:forces:R:3
C 0.759688 2.264237 4.093744 -0.21 -0.84 -0.15
C 1.155714 3.008122 2.934785 -0.10 -0.18 -0.91
C -0.017768 3.290012 2.178908 0.31 -0.09 0.01
H 2.165556 3.367984 2.716430 -0.46 -0.08 0.14
C -1.128610 2.736286 2.868891 0.26 -0.17 -0.29
C -0.652427 2.101268 4.044645 0.19 -0.22 -0.11
H -1.274829 1.650570 4.820905 0.31 0.11 -0.31
H 1.411525 1.966570 4.919135 -0.28 0.15 -0.31
H -0.063848 3.888577 1.266064 0.04 -0.24 0.40
H -2.179446 2.874507 2.596829 0.44 -0.04 0.12
Pb 0.747563 0.315517 1.966611 -1.05 1.60 1.88
C -1.070112 -1.136706 -1.116140 0.81 1.86 1.94
H -1.746110 -0.313999 -0.842264 0.30 -0.09 0.23
H -1.528848 -2.058017 -0.738504 0.08 0.21 -0.43
H -0.127431 -1.006901 -0.538129 -0.58 -0.02 0.22
Si -0.444135 -0.818666 -2.822332 -0.86 1.48 -1.07
C 1.280295 -0.844015 -3.513093 0.83 -1.03 0.28
C 2.071258 0.326495 -3.408054 -0.14 -0.40 -0.25
H 1.693577 1.184594 -2.864425 0.00 0.15 -0.17
C 3.342834 0.377148 -3.984164 0.13 -0.05 0.09
H 3.948432 1.285678 -3.915367 -0.35 -0.29 0.04
C 3.876765 -0.736208 -4.640426 -0.55 -0.09 0.06
H 4.863740 -0.686123 -5.099603 -0.26 0.01 0.15
C 3.135089 -1.921096 -4.709983 -0.21 0.06 0.27
H 3.564942 -2.796798 -5.201631 -0.22 0.27 0.19
C 1.861516 -1.994331 -4.127089 0.17 0.95 0.12
H 1.324442 -2.930842 -4.138740 -0.07 -0.09 -0.17
C -1.549569 0.367452 -3.739941 -0.21 -0.39 -0.15
C -1.159435 0.953467 -4.972924 0.12 0.09 -0.02
H -0.249263 0.569545 -5.456507 -0.41 0.44 0.13
C -1.914627 1.987664 -5.552047 0.13 -0.27 0.11
H -1.585385 2.464635 -6.488746 -0.16 -0.38 0.57
C -3.101745 2.418066 -4.933617 0.54 -0.32 0.16
H -3.673819 3.240866 -5.363685 0.14 -0.28 0.09
C -3.542280 1.794434 -3.758991 0.16 -0.23 -0.03
H -4.475801 2.115917 -3.297227 0.24 -0.16 -0.12
C -2.792490 0.763263 -3.188706 0.10 0.29 -0.13
H -3.162892 0.251725 -2.305954 -0.07 0.21 -0.03
H -0.900957 -2.551307 -2.874600 -0.70 -2.43 0.76
H -1.147574 -2.841282 -2.112477 0.95 0.42 -3.06
N -3.101895 -0.149503 2.340367 -0.31 -0.19 -0.18
C -2.386814 -0.960981 3.138853 0.67 -0.73 0.38
N -1.066801 -1.034131 3.189698 -0.50 0.05 0.02
C -0.648341 -1.956122 4.156582 -2.32 -0.51 0.28
C -1.681752 -2.636300 4.781398 1.86 0.66 -0.68
S -3.203247 -2.102931 4.188391 0.36 0.32 -0.12
C 0.758848 -2.016933 4.432815 1.63 -0.12 0.47
C 1.452526 -2.756106 5.355223 -1.26 0.23 -0.71
S 3.125110 -2.329489 5.348069 -0.15 0.19 -0.09
C 2.816254 -1.145102 4.117249 -0.73 -0.15 -0.16
N 1.556438 -1.122620 3.707681 0.69 -0.19 0.36
N 3.766054 -0.330034 3.612415 0.25 -0.66 0.38
H -4.103092 -0.189887 2.463609 0.14 0.37 -0.24
H -2.684364 0.653163 1.889572 -0.05 -0.06 0.32
H -1.521742 -3.394290 5.538817 -0.46 0.13 -0.11
H 0.981767 -3.512533 5.990920 0.67 0.35 -0.14
H 4.686768 -0.405697 4.012634 0.07 0.32 -0.23
H 3.540765 0.461161 3.034138 0.06 0.06 0.21
```
Forces are in eV/Å.

- Energy relative to the best compared isomer or geometry (same formula, charge and spin): 0.0 kJ/mol
- Charge: +2
- Lowest unoccupied orbital energy: -0.25681 hartree

Partial atomic charges computed with the Mulliken method, in multiples of e: -0.57 -0.65 -0.72 0.52 -0.56 -0.45 0.42 0.48 0.46 0.65 1.10 -0.87 0.26 0.37 0.01 0.58 0.59 -0.34 0.44 -0.67 0.39 -0.39 0.41 -0.61 0.39 -0.43 0.33 0.49 -0.26 0.38 -0.65 0.38 -0.35 0.40 -0.69 0.39 -0.23 0.41 -0.19 0.41 -0.34 0.36 0.04 -0.06 -0.42 -0.16 -0.12 -0.35 -0.15 0.60 -0.13 -0.35 0.23 0.12 0.40 0.38 0.23 0.09



(4)
Here is CHLi2O as an isolated structure at a distorted geometry from the OMol25 dataset. Energies are from ωB97M-V/def2-TZVPD.

Geometry as XYZ:
```
5
Properties=species:S:1:pos:R:3:forces:R:3
H -2.416914 -0.650588 -0.399539 -1.22 0.45 0.28
O -4.888433 -2.538436 0.270462 0.94 -0.26 -0.31
C -3.877644 -2.954156 -0.054291 -0.98 0.15 0.31
Li -3.539464 0.560798 -0.011957 9.30 2.33 -1.42
Li -4.699569 0.324412 0.171960 -8.04 -2.68 1.14
```
Forces are in eV/Å.

- Energy relative to the best compared isomer or geometry (same formula, charge and spin): 440.3 kJ/mol
- Spin multiplicity: 2
- Charge: 0
- Lowest unoccupied orbital energy (spin up / spin down): -0.02036 / -0.01472 hartree

Partial atomic charges computed with the Mulliken method, in multiples of e: -0.49 -0.13 0.14 0.34 0.14



(5)
Here is C16H12ClIN2O3ReS2 as an isolated structure at a distorted geometry from the OMol25 dataset. Energies are from ωB97M-V/def2-TZVPD.

Geometry as XYZ:
```
38
Properties=species:S:1:pos:R:3:forces:R:3
Re 0.468205 1.187083 1.079428 -0.33 0.36 -1.82
Cl 3.818874 -5.341480 1.910046 0.13 -0.23 0.02
C 2.781571 -4.004558 1.726176 0.37 1.23 -0.24
C 1.382471 -4.178285 1.810040 0.22 0.26 -0.04
C 0.541430 -3.107199 1.696248 -0.12 0.73 -0.09
C 1.034441 -1.784149 1.494355 1.36 -1.92 0.10
O 0.209487 -0.807494 1.444819 -0.53 2.41 -0.37
C 2.464403 -1.623788 1.343969 -0.71 1.27 0.00
C 3.038355 -0.352670 1.043749 0.53 -2.79 0.53
O 2.414662 0.705192 0.813769 -2.05 1.98 0.11
C 3.301483 -2.740596 1.485366 0.04 -1.27 0.18
H 0.987274 -5.171049 1.967931 -0.04 -0.05 0.03
H -0.529008 -3.234111 1.766357 -0.06 -0.01 0.04
H 4.131471 -0.299454 0.986273 -0.17 0.13 -0.10
H 4.368614 -2.603390 1.395899 0.13 -0.08 0.00
S 0.889566 3.554495 0.246142 0.06 -1.02 0.40
C 0.453174 2.732184 -1.192069 0.07 -0.15 0.22
N 0.200573 1.430576 -0.917845 0.46 0.52 1.69
C -0.191427 0.717930 -2.010412 -0.56 -0.85 -1.26
C -0.569444 -0.626831 -2.044708 0.13 0.39 0.03
C -0.968439 -1.165633 -3.250862 0.04 0.08 0.05
C -1.009069 -0.382767 -4.403947 0.07 0.28 -0.01
C -0.651618 0.959534 -4.381002 -0.03 -0.15 -0.11
C -0.238396 1.505799 -3.180959 0.10 -0.21 0.70
S 0.247836 3.162692 -2.835510 -0.06 -0.22 0.46
H -0.558950 -1.201997 -1.133202 0.00 -0.17 0.11
H -1.259834 -2.201869 -3.307895 -0.03 -0.11 0.03
H -1.330013 -0.823489 -5.334274 -0.03 -0.03 -0.09
H -0.701114 1.559773 -5.274638 0.01 0.05 -0.14
N -2.912143 2.535157 3.289702 0.64 -0.35 -0.23
C -2.277062 2.427101 2.138140 -1.74 1.26 0.05
O -1.236836 1.735271 2.057105 2.05 -1.17 -0.23
C -2.839957 3.140577 0.945885 0.06 -0.41 -0.23
I -3.308413 1.671252 -0.570845 -0.02 0.33 0.28
H -2.549705 2.060412 4.107009 0.00 -0.01 -0.01
H -3.758056 3.070528 3.407646 -0.03 0.07 -0.19
H -2.090180 3.809351 0.520471 -0.01 -0.09 0.07
H -3.754225 3.685904 1.161643 0.07 -0.05 0.08
```
Forces are in eV/Å.

- Energy relative to the best compared isomer or geometry (same formula, charge and spin): 59.0 kJ/mol
- Spin multiplicity: 2
- Charge: +2
- Lowest unoccupied orbital energy (spin up / spin down): -0.34768 / -0.31446 hartree

Partial atomic charges computed with the Mulliken method, in multiples of e: 1.51 -0.14 0.14 -0.52 -0.52 0.74 -0.57 0.54 0.09 -0.38 -0.96 0.45 0.48 0.42 0.43 -0.24 0.33 -0.16 -0.32 -0.18 -0.87 -0.51 -0.55 0.79 -0.08 0.50 0.44 0.43 0.44 -0.33 0.85 -0.80 -0.87 0.19 0.26 0.24 0.27 0.44



(6)
Here is C5H9NS2 in the gas phase at a distorted geometry from the OMol25 dataset. Energies are from ωB97M-V/def2-TZVPD.

Geometry as XYZ:
```
17
Properties=species:S:1:pos:R:3:forces:R:3
C 0.936714 2.263324 -0.074994 3.15 -0.94 0.48
C -0.330124 1.587154 -0.144370 -1.04 -4.75 -0.17
C -0.570440 0.250571 -0.413649 2.15 -0.12 0.33
N 0.557457 -0.684516 -0.599908 -0.85 -2.31 -1.14
C 1.777080 -0.607511 0.039159 -1.88 2.66 -0.26
S 3.028866 -1.547513 -0.325526 0.65 -0.53 0.32
S -2.072606 -0.671136 -0.696042 -0.52 1.21 0.28
C -2.087283 -2.020938 0.535760 -0.28 -0.39 -0.02
H 1.299555 2.485210 0.918700 -0.58 0.33 0.81
H 1.905891 1.866186 -0.452508 -1.19 -0.38 -0.60
H 0.816762 3.148344 -0.561744 -0.19 2.94 -1.23
H -1.121811 2.142549 0.255680 -1.41 0.72 0.02
H 0.341578 -1.664314 -1.218373 0.94 3.85 2.17
H 1.789894 0.391085 0.669059 0.27 -2.74 -0.76
H -2.853989 -2.731493 0.039388 1.00 1.13 1.33
H -1.103132 -2.509932 0.387123 -0.59 0.08 0.79
H -2.314407 -1.697066 1.642252 0.38 -0.76 -2.37
```
Forces are in eV/Å.

- Energy relative to the best compared isomer or geometry (same formula, charge and spin): 249.0 kJ/mol
- Charge: 0
- Structure (SMILES): C/C=C(\NC=S)SC
- Lowest unoccupied orbital energy: 0.01069 hartree

Partial atomic charges computed with the Mulliken method, in multiples of e: -1.60 0.01 0.16 -0.24 -0.22 -0.33 -0.14 -0.69 0.43 0.44 0.41 0.38 0.36 0.27 0.29 0.24 0.24